Below is a cluster of 16 separate species, C50H141N9O16 in total, with properties calculated with ωB97M-V/def2-TZVPD.

```
216
Properties=species:S:1:pos:R:3:mulliken_charge:R:1
C -1.497 -4.817 -6.493 -1.666
C -1.919 -4.771 -5.057 1.470
C -2.269 -3.315 -4.677 -0.380
O -1.087 -2.607 -4.659 -0.283
C -1.232 -1.247 -4.314 -0.674
N -3.100 -5.538 -4.886 -0.632
H -1.096 -5.815 -6.749 0.415
H -0.735 -4.101 -6.758 0.298
H -2.383 -4.677 -7.122 0.401
H -1.111 -5.147 -4.410 -0.404
H -2.782 -3.237 -3.691 -0.165
H -2.893 -2.801 -5.433 0.537
H -0.300 -0.698 -4.183 0.034
H -1.828 -1.142 -3.396 0.109
H -1.822 -0.714 -5.098 0.552
H -3.515 -5.533 -3.970 0.195
H -3.026 -6.448 -5.295 0.227
C -6.252 -3.162 1.779 -1.510
C -4.870 -3.766 1.581 0.289
C -3.934 -2.816 0.876 1.665
O -4.448 -2.451 -0.373 -0.559
C -3.630 -1.494 -1.020 0.627
N -4.338 -4.161 2.897 -0.806
H -6.844 -3.810 2.416 0.398
H -6.703 -3.009 0.806 0.417
H -6.155 -2.188 2.279 0.174
H -5.029 -4.695 1.002 0.285
H -2.963 -3.302 0.698 -0.664
H -3.723 -1.946 1.521 -0.914
H -3.967 -1.346 -2.049 0.431
H -2.573 -1.828 -1.044 -0.446
H -3.629 -0.504 -0.531 -0.322
H -3.346 -4.367 2.898 0.269
H -4.547 -3.380 3.503 0.452
C 5.366 2.458 -1.717 -0.749
C 5.708 2.457 -3.250 0.672
C 4.792 3.522 -3.869 -0.184
O 5.101 3.655 -5.267 -0.370
C 4.381 4.684 -5.868 -0.463
N 7.085 2.764 -3.573 -0.626
H 4.314 2.169 -1.591 -0.287
H 5.548 3.415 -1.224 0.385
H 5.938 1.678 -1.195 0.383
H 5.472 1.499 -3.728 0.102
H 4.936 4.533 -3.472 0.368
H 3.749 3.212 -3.680 -0.282
H 3.294 4.506 -5.932 0.024
H 4.792 4.756 -6.871 0.328
H 4.543 5.642 -5.342 0.277
H 7.730 2.051 -3.288 0.219
H 7.409 3.702 -3.392 0.210
C -5.295 5.486 0.803 -1.574
C -5.494 4.005 1.047 0.916
C -4.185 3.282 1.203 -0.205
O -4.444 1.914 1.471 -0.367
C -3.242 1.192 1.572 1.111
N -6.234 3.840 2.269 -0.757
H -4.624 5.721 -0.033 0.245
H -4.814 5.971 1.664 0.447
H -6.212 6.043 0.652 0.408
H -5.996 3.543 0.170 0.244
H -3.688 3.764 2.063 0.068
H -3.520 3.386 0.322 -0.270
H -3.516 0.133 1.648 -0.760
H -2.691 1.532 2.459 0.202
H -2.598 1.364 0.699 -0.317
H -7.179 4.182 2.242 0.259
H -6.260 2.855 2.495 0.192
C -1.413 -1.061 4.711 -0.600
C -2.395 -0.824 5.841 0.519
C -3.610 -1.725 5.705 -1.193
O -4.303 -1.687 4.463 -0.056
C -4.886 -0.411 4.211 -0.718
N -1.691 -1.043 7.109 -0.713
H -0.999 -2.077 4.689 0.312
H -0.577 -0.353 4.731 0.259
H -1.890 -0.860 3.736 0.010
H -2.714 0.220 5.869 0.220
H -4.315 -1.476 6.517 0.401
H -3.317 -2.774 5.850 0.196
H -5.628 -0.175 4.991 0.393
H -5.380 -0.407 3.251 0.155
H -4.132 0.390 4.188 0.208
H -1.214 -1.938 7.145 0.269
H -2.335 -0.955 7.883 0.260
C 2.841 -1.975 -3.872 -1.769
C 3.417 -2.084 -2.455 2.279
C 4.479 -3.154 -2.334 -0.974
O 3.984 -4.328 -2.870 -0.293
C 4.957 -5.367 -2.724 -0.801
N 3.943 -0.810 -2.077 0.121
H 3.628 -1.783 -4.616 0.478
H 2.125 -1.159 -3.850 0.163
H 2.307 -2.871 -4.182 0.391
H 2.580 -2.331 -1.788 -1.518
H 4.724 -3.313 -1.264 0.413
H 5.432 -2.889 -2.839 0.449
H 5.025 -5.590 -1.657 0.286
H 5.923 -4.971 -3.046 0.325
H 4.720 -6.260 -3.295 0.251
H 4.555 -0.429 -2.755 0.146
H 4.202 -0.682 -1.120 0.111
C -4.726 3.930 -5.670 -1.711
C -4.339 3.445 -4.293 0.520
C -2.833 3.765 -4.064 -0.582
O -2.438 3.311 -2.712 -0.101
C -2.295 1.951 -2.635 0.042
N -5.240 3.986 -3.289 -0.575
H -4.642 5.021 -5.796 0.375
H -5.767 3.630 -5.826 0.413
H -4.144 3.458 -6.473 0.378
H -4.402 2.356 -4.344 0.222
H -2.609 4.838 -4.127 0.336
H -2.324 3.214 -4.872 0.174
H -3.216 1.345 -2.611 0.480
H -1.783 1.849 -1.666 -0.652
H -1.601 1.561 -3.421 -0.078
H -5.369 4.979 -3.373 0.256
H -4.964 3.758 -2.353 0.166
C -1.145 -6.473 2.180 -1.747
C -0.507 -5.297 2.903 0.595
C 0.980 -5.224 2.703 -0.582
O 1.279 -5.075 1.346 -0.349
C 2.635 -4.678 1.130 -0.491
N -1.286 -4.125 2.597 0.583
H -1.103 -6.418 1.092 0.165
H -2.196 -6.545 2.461 0.471
H -0.665 -7.404 2.493 0.454
H -0.600 -5.496 3.987 0.485
H 1.409 -6.153 3.139 0.455
H 1.391 -4.371 3.288 0.113
H 2.812 -3.617 1.357 0.063
H 2.878 -4.825 0.080 -0.107
H 3.305 -5.307 1.712 0.539
H -0.844 -3.339 3.046 -0.502
H -1.331 -3.908 1.607 -0.446
C 1.545 -0.957 2.184 -0.448
C 0.832 0.015 1.302 0.555
C 1.643 0.258 0.032 -0.334
O 1.008 1.257 -0.724 2.167
C 1.464 1.480 -2.047 1.502
N -0.524 -0.475 1.005 1.254
H 1.009 -1.041 3.127 0.105
H 2.553 -0.576 2.372 -0.051
H 1.616 -1.914 1.664 -0.843
H 0.668 0.969 1.811 0.249
H 1.773 -0.642 -0.605 -0.926
H 2.643 0.667 0.276 0.243
H 1.165 0.663 -2.713 -0.585
H 2.535 1.673 -2.116 -1.042
H 0.929 2.367 -2.385 -0.609
H -0.932 0.083 0.270 -0.612
H -0.547 -1.430 0.658 -0.755
C -0.649 5.463 0.369 -1.572
C -0.017 4.145 -0.114 0.176
O -0.146 3.133 0.853 1.696
H -0.632 6.204 -0.425 0.442
H -0.158 5.887 1.235 0.268
H -1.702 5.320 0.641 0.137
H 1.072 4.234 -0.275 0.080
H -0.442 3.768 -1.046 -0.404
H 0.291 2.385 0.426 -0.497
C 0.396 3.774 5.738 -1.518
C -0.077 3.243 4.370 0.618
O 0.102 4.162 3.313 -0.631
H -0.228 4.580 6.136 0.390
H 1.445 4.067 5.804 0.349
H 0.351 2.942 6.453 0.382
H -1.155 3.063 4.337 0.184
H 0.453 2.291 4.213 -0.119
H -0.004 3.677 2.483 0.206
C 4.513 1.018 4.759 -1.160
C 5.195 0.734 3.396 0.283
O 5.474 -0.662 3.231 -0.432
H 5.096 0.762 5.652 0.342
H 3.529 0.534 4.835 0.138
H 4.380 2.098 4.801 0.428
H 6.085 1.363 3.333 0.459
H 4.492 1.072 2.612 -0.284
H 5.880 -0.755 2.360 0.257
C 0.545 3.539 -5.123 -0.456
C 0.710 4.998 -4.798 -0.479
O 1.684 5.004 -3.740 -0.341
H 1.520 3.077 -5.306 0.346
H -0.083 3.418 -6.013 0.533
H 0.076 3.040 -4.274 -0.307
H -0.266 5.419 -4.516 0.320
H 1.098 5.565 -5.658 0.348
H 1.801 5.847 -3.306 0.183
C 4.762 -2.405 6.157 -1.204
C 3.785 -2.839 5.042 0.599
O 2.764 -3.681 5.440 -0.493
H 5.250 -3.211 6.714 0.445
H 4.223 -1.773 6.889 0.310
H 5.537 -1.749 5.755 0.234
H 4.272 -3.405 4.227 0.119
H 3.351 -1.964 4.563 -0.290
H 3.081 -4.379 6.017 0.265
C 3.726 3.715 1.076 -0.790
C 3.281 4.383 2.365 -0.244
O 2.266 5.332 2.069 -0.606
H 4.592 3.073 1.292 0.487
H 3.974 4.421 0.288 0.367
H 2.942 3.051 0.695 -0.213
H 4.103 4.926 2.855 0.439
H 2.936 3.600 3.071 -0.030
H 1.577 5.163 2.720 0.422
C 0.523 -4.823 -1.792 -0.962
C -0.451 -3.703 -1.460 0.571
O -0.332 -3.316 -0.129 1.904
H 0.468 -5.670 -1.089 0.279
H 1.540 -4.432 -1.684 -0.134
H 0.486 -5.200 -2.815 0.077
H -1.462 -4.116 -1.545 0.428
H -0.370 -2.901 -2.203 -0.201
H 0.187 -3.972 0.334 -1.020
```

The calculation puts the HOMO energy at -8.02 eV. The value obtained for the molecular weight is 1124.725 g/mol.

***

Below is a structure of composition C50H30Br2CsF15Ge3N3S3, with properties calculated with ωB97M-V/def2-TZVPD.

```
107
Properties=species:S:1:pos:R:3:mulliken_spin:R:1
Cs -0.004 0.426 -0.425 0.020
Br -0.236 -0.859 7.855 0.000
C -0.236 -1.027 5.965 -0.001
C -1.304 -0.554 5.238 0.005
C -1.240 -0.723 3.861 -0.005
N -0.224 -1.312 3.237 0.005
C 0.807 -1.736 3.958 0.016
C 0.846 -1.615 5.340 -0.001
C 1.968 -2.312 3.197 -0.008
C 2.941 -3.076 3.827 0.000
C 4.008 -3.512 3.063 0.000
Br 5.366 -4.554 3.885 0.000
C 4.094 -3.207 1.725 0.000
C 3.046 -2.468 1.189 0.009
N 2.012 -2.029 1.900 -0.017
H -2.142 -0.057 5.707 0.000
H -2.048 -0.359 3.238 -0.001
H 1.701 -1.939 5.915 0.000
H 2.870 -3.339 4.873 0.000
H 4.924 -3.521 1.105 0.000
H 3.049 -2.223 0.138 0.000
S 2.028 2.750 0.665 0.361
C 1.273 3.881 1.680 0.064
C 1.912 5.149 1.892 0.015
C 1.338 6.146 2.621 0.033
C 0.059 5.952 3.208 0.029
C -0.578 4.758 3.067 0.005
C -0.007 3.659 2.338 0.083
S -0.838 2.184 2.313 0.381
H 2.879 5.295 1.429 -0.005
H 1.855 7.092 2.746 0.007
H -0.410 6.754 3.767 0.005
H -1.550 4.597 3.517 -0.003
N -0.973 0.562 -4.469 0.000
C -0.846 -0.452 -3.910 0.000
H -1.026 1.471 -4.875 0.000
C 1.886 -4.845 -0.744 0.000
Ge 1.799 -4.016 -2.548 0.001
C 2.823 -5.331 -3.625 0.000
C -0.082 -4.394 -3.059 0.000
Ge 2.057 -1.543 -2.427 0.001
C 2.288 -1.137 -4.395 -0.001
C 1.830 -1.958 -5.433 0.001
C 1.852 -1.544 -6.762 0.000
C 2.339 -0.286 -7.096 0.000
C 2.807 0.548 -6.085 -0.001
C 2.776 0.125 -4.760 0.000
C 4.051 -1.420 -1.977 -0.002
C 4.975 -2.477 -2.025 -0.001
C 6.292 -2.328 -1.595 0.000
C 6.734 -1.102 -1.107 0.000
C 5.846 -0.033 -1.056 -0.004
C 4.529 -0.199 -1.478 0.001
H 1.439 -5.846 -0.789 0.000
H 1.328 -4.248 -0.016 0.000
H 2.917 -4.942 -0.387 0.000
H 2.342 -6.308 -3.507 0.000
H 3.858 -5.405 -3.277 0.000
H 2.838 -5.067 -4.687 0.000
H -0.296 -5.467 -2.988 0.000
H -0.307 -4.057 -4.077 0.000
H -0.753 -3.853 -2.384 0.000
H 1.435 -2.942 -5.199 0.000
H 1.485 -2.206 -7.540 0.000
H 2.351 0.044 -8.129 0.000
H 3.193 1.532 -6.330 0.000
H 3.133 0.800 -3.987 0.001
H 4.659 -3.442 -2.410 0.000
H 6.977 -3.169 -1.644 0.000
H 7.756 -0.983 -0.764 0.000
H 6.172 0.928 -0.674 -0.001
H 3.847 0.642 -1.384 0.011
F -2.768 4.105 -4.283 0.000
C -2.528 5.076 -3.389 -0.001
C -3.026 4.995 -2.095 0.001
C -2.709 6.058 -1.269 -0.001
F -3.089 6.086 0.018 -0.001
C -1.980 7.152 -1.695 0.001
F -1.713 8.168 -0.866 0.000
C -1.522 7.197 -2.992 0.000
F -0.823 8.251 -3.421 0.000
C -1.795 6.151 -3.849 0.000
F -1.353 6.200 -5.111 0.000
Ge -3.926 3.287 -1.546 -0.006
S -2.639 1.664 -1.778 0.000
C -4.827 3.707 0.178 -0.001
C -4.668 2.935 1.319 -0.005
F -3.891 1.855 1.326 0.010
C -5.318 3.235 2.502 -0.001
F -5.155 2.477 3.592 0.000
C -6.158 4.326 2.557 0.000
F -6.795 4.623 3.694 0.000
C -6.353 5.107 1.437 0.000
F -7.177 6.163 1.501 0.000
C -5.692 4.781 0.273 0.002
F -5.923 5.569 -0.793 0.000
C -5.596 3.126 -2.672 0.000
C -6.409 2.039 -2.383 -0.001
F -6.181 1.291 -1.295 0.000
C -7.485 1.671 -3.164 0.000
F -8.251 0.620 -2.848 0.000
C -7.777 2.409 -4.292 0.000
F -8.815 2.073 -5.064 0.000
C -7.008 3.507 -4.608 0.000
F -7.314 4.235 -5.691 0.000
C -5.942 3.848 -3.796 0.000
F -5.269 4.955 -4.155 0.000
```

The calculation puts the HOMO energy (alpha / beta) at -2.20 / -2.21 eV. As for the multiplicity: 2. The value obtained for the molecular weight is 1564.525 g/mol. Its net charge is -2.